Arrangement w

The following is a quantum chemistry calculation of a molecular structure, C2H2ClN3, from the OMol25 dataset.

Values from the calculation:
HOMO-LUMO gap (alpha / beta) = 8.46 / 7.00 eV
HOMO energy (alpha / beta) = -8.63 / -8.18 eV

Structure (XYZ):
```
8
Properties=species:S:1:pos:R:3:mulliken_charge:R:1
C 1.62621 0.37767 0.13296 0.62
C 0.77579 -0.46111 0.67534 -0.58
N 2.48437 0.97039 -0.35585 -0.38
N -1.68022 0.08585 -0.63595 0.08
N -1.19676 1.12358 -0.52261 -0.25
Cl -0.12871 -1.54004 -0.19188 -0.09
H 0.83221 -0.45704 1.73355 0.36
H -2.71290 -0.09930 -0.83557 0.22
```

***

Arrangement x

The following is a quantum chemistry calculation of C2H2ClN3 in the gas phase, from the OMol25 dataset.

Values from the calculation:
HOMO-LUMO gap = 10.08 eV
SMILES = [H]/N=N/[C@@H](Cl)C#N
HOMO energy = -10.51 eV

Structure (XYZ):
```
8
Properties=species:S:1:pos:R:3:mulliken_charge:R:1
H -1.20184 0.92873 -2.19967 0.26
N -0.38013 0.73242 -1.61204 -0.47
N -0.74858 0.39931 -0.47942 -0.02
C 0.34348 0.10912 0.42024 0.35
Cl 0.09161 1.12651 1.88464 -0.16
C 0.29781 -1.27553 0.83317 -0.01
N 0.26821 -2.36778 1.16229 -0.30
H 1.32945 0.34722 -0.00921 0.36
```

***

Each structure's energy above the most stable one, in hartree: arrangement w 0.1028; arrangement x 0.0000.

***

Arrangement w

The following is a quantum chemistry calculation of C6H10N2O2S2 in the gas phase, from the OMol25 dataset.

Values from the calculation:
HOMO-LUMO gap = 9.82 eV
HOMO energy = -9.54 eV

Structure (XYZ):
```
22
Properties=species:S:1:pos:R:3:mulliken_charge:R:1
C -1.96380 -0.74848 0.23450 -0.62
C -2.08392 0.73997 -0.15175 -0.59
C -0.80648 -1.49889 -0.22909 -0.68
C -0.69969 1.45633 0.23716 -0.91
C 0.40392 -0.76297 0.27821 -0.04
C 0.49159 0.60856 -0.29172 0.19
N 3.30588 -0.75324 0.95283 -0.38
N 1.71774 1.29059 0.17372 -0.54
O 2.55699 -0.79659 -1.30154 -0.49
O 4.17330 1.35350 -0.18811 -0.55
S 2.18022 -1.53563 0.04529 0.33
S 3.03459 0.60630 0.04750 0.81
H -1.95224 -0.86725 1.29602 0.36
H -3.04134 -1.16499 0.04017 0.28
H -2.35665 0.76117 -1.25285 0.28
H -2.77712 1.27935 0.47679 0.35
H -0.77199 -2.52009 -0.04415 0.39
H -0.69274 -1.41923 -1.40239 0.28
H -0.87834 2.48030 -0.14887 0.34
H -0.46866 1.79805 1.24860 0.39
H 0.25380 -0.75263 1.35397 0.40
H 0.37494 0.44588 -1.37429 0.39
```

***

Arrangement x

The following is a quantum chemistry calculation of C6H10N2O2S2 in the gas phase, from the OMol25 dataset.

Values from the calculation:
HOMO-LUMO gap = 9.20 eV
HOMO energy = -8.54 eV

Structure (XYZ):
```
22
Properties=species:S:1:pos:R:3:mulliken_charge:R:1
C 1.03928 -0.13055 -0.33201 0.19
C 0.78418 -1.68646 -0.18210 -0.47
C -3.04697 1.47803 0.85576 -0.65
C -3.24224 1.47675 -0.69603 -0.64
C -2.57864 0.30858 0.02988 -0.13
C -1.23203 -0.23250 -0.14673 0.24
N -0.16222 0.47951 -0.35434 -0.51
N 4.29696 -0.82308 0.64543 -0.50
O 1.84507 0.29027 0.65281 -0.49
O 3.43464 0.72609 -1.27160 -0.49
S -0.95605 -1.96488 -0.16140 -0.24
S 3.49873 0.72614 0.13117 0.58
H 1.57258 0.13363 -1.24459 0.38
H 1.11624 -2.43733 -0.90489 0.36
H 1.26998 -2.18463 0.75698 0.32
H -2.39634 2.24155 1.08566 0.34
H -3.91826 1.26076 1.59570 0.22
H -4.17620 1.29341 -1.14962 0.28
H -2.47799 2.03564 -1.23345 0.30
H -3.23529 -0.48950 0.20906 0.43
H 4.53601 -0.92771 1.64409 0.26
H 4.02856 -1.57371 0.07026 0.24
```

***

Each structure's energy above the most stable one, in hartree: arrangement w 0.0730; arrangement x 0.0000.

***

Arrangement w

The following is a quantum chemistry calculation of a gas-phase ion, C5H9N2 (charge +1), from the OMol25 dataset.

Values from the calculation:
HOMO-LUMO gap (alpha / beta) = 6.82 / 8.47 eV
2S+1 = 3
total charge = +1
HOMO energy (alpha / beta) = -12.52 / -17.18 eV

Structure (XYZ):
```
16
Properties=species:S:1:pos:R:3:mulliken_charge:R:1
C 1.30398 -1.53141 0.31995 -0.54
C 0.86493 0.81402 0.20473 0.01
C 0.27238 -0.50035 0.38232 0.41
C 0.27864 1.70309 -0.94168 -1.21
C -1.15611 -0.90195 0.34945 -1.02
N 2.34909 0.46592 0.03799 0.10
N 2.57742 -0.71304 0.17737 0.05
H 1.13903 -2.40819 1.06620 0.36
H 1.22463 -2.08954 -0.59910 0.35
H 0.78292 1.48470 1.00877 0.38
H 0.93724 2.62452 -0.88331 0.37
H -0.75446 1.72690 -0.63867 0.42
H 0.44532 1.17261 -1.82594 0.36
H -1.56211 -0.07351 -0.35645 0.27
H -1.60055 -0.76355 1.35574 0.29
H -1.32979 -1.92562 0.07341 0.40
```

***

Arrangement x

The following is a quantum chemistry calculation of a gas-phase ion, C5H9N2 (charge +1), from the OMol25 dataset.

Values from the calculation:
HOMO-LUMO gap (alpha / beta) = 7.22 / 7.33 eV
2S+1 = 3
total charge = +1
HOMO energy (alpha / beta) = -10.06 / -14.83 eV

Structure (XYZ):
```
16
Properties=species:S:1:pos:R:3:mulliken_charge:R:1
C 2.29393 -0.04764 -0.70089 -0.08
C 2.20954 0.74690 0.34493 -0.60
C -0.73188 1.03069 0.09238 -0.15
C 1.36124 -0.44118 0.35679 -0.18
C -0.97029 -1.48937 -0.03242 -0.95
N -0.16840 -0.15767 0.03021 0.09
N -2.01282 1.14472 -0.17097 -0.31
H 2.90450 -0.07853 -1.60939 0.41
H 2.75217 1.67014 0.65349 0.40
H 0.03563 1.81607 0.14688 0.34
H 1.13311 -1.37874 1.02232 0.38
H -1.79627 -1.29978 0.58417 0.35
H -1.39533 -1.52871 -1.03473 0.37
H -0.40663 -2.40704 0.20929 0.40
H -2.46393 1.99096 -0.00614 0.28
H -2.74455 0.42917 0.11407 0.25
```

***

Each structure's energy above the most stable one, in hartree: arrangement w 0.0000; arrangement x 0.0763.

***

Arrangement w

The following is a quantum chemistry calculation of a molecular structure, C4H4BrNO, from the OMol25 dataset.

Values from the calculation:
HOMO-LUMO gap = 10.47 eV
HOMO energy = -9.56 eV

Structure (XYZ):
```
11
Properties=species:S:1:pos:R:3:mulliken_charge:R:1
C 0.29381 -0.66660 -1.00727 -0.19
C -1.61287 -1.16678 -0.28234 0.01
C -0.01984 0.02875 0.12059 0.34
C 1.06107 1.08918 0.86875 -0.57
N -1.23573 -0.31143 0.61415 -0.50
O -0.83650 -1.38008 -1.30143 -0.29
Br 0.64141 2.92711 0.40651 -0.13
H 1.22218 -0.54979 -1.71894 0.27
H -2.60380 -1.66185 -0.20121 0.36
H 2.05413 0.78862 0.60094 0.35
H 1.03613 0.90287 1.90024 0.35
```

***

Arrangement x

The following is a quantum chemistry calculation of C4H4BrNO in the gas phase, from the OMol25 dataset.

Values from the calculation:
HOMO-LUMO gap (alpha / beta) = 7.41 / 7.44 eV
HOMO energy (alpha / beta) = -7.54 / -7.55 eV

Structure (XYZ):
```
11
Properties=species:S:1:pos:R:3:mulliken_charge:R:1
C -0.98021 -0.47690 1.56134 -0.07
C -0.15039 0.48652 -0.28123 0.53
C 0.26849 -1.55251 0.05425 -0.04
C 0.68013 1.40350 -1.05446 -0.91
N -0.77898 0.59518 0.82523 -0.49
O -0.44882 -1.68493 1.15221 -0.21
Br 0.28288 -2.97753 -1.10841 -0.09
H -1.46961 -0.39484 2.52602 0.41
H 1.71302 0.89980 -1.21037 0.25
H 0.24571 1.42084 -2.01108 0.28
H 0.63777 2.28087 -0.45349 0.34
```

***

Each structure's energy above the most stable one, in hartree: arrangement w 0.0000; arrangement x 0.1269.